ORCA calculation (the ωB97M-V functional and the def2-TZVPD basis) on 2 unconnected molecules or ions with the total composition C15H20NO6S.

As for the spin multiplicity: 1. Its total charge is -1. Its LUMO energy is 0.08004 Eh.

CARTESIAN COORDINATES (ANGSTROEM)
O 1.04 3.38 -0.81
C 0.99 2.26 -0.32
C -0.21 1.34 -0.45
C -1.53 2.10 -0.68
C -2.68 1.06 -0.78
C -3.25 0.92 -2.19
C -4.18 -0.32 -2.23
S -4.87 -0.86 -0.64
O -6.25 -1.20 -0.81
O -4.13 -2.02 -0.26
O -4.65 0.23 0.52
C -3.86 1.37 0.15
N 2.09 1.74 0.40
C 2.49 0.43 -0.09
C 2.00 -0.74 0.42
C 2.35 -1.97 -0.06
C 3.24 -2.03 -1.11
C 3.77 -0.87 -1.62
C 3.41 0.35 -1.13
H -0.07 0.65 -1.29
H -0.33 0.73 0.44
H -1.71 2.77 0.17
H -1.48 2.68 -1.60
H -2.27 0.08 -0.48
H -3.85 1.80 -2.44
H -2.44 0.81 -2.93
H -3.59 -1.17 -2.58
H -4.99 -0.20 -2.95
H -3.46 1.80 1.07
H -4.51 2.15 -0.27
H 2.86 2.38 0.26
H 1.29 -0.66 1.24
H 1.91 -2.85 0.38
H 3.51 -3.00 -1.52
H 4.50 -0.94 -2.43
H 3.85 1.25 -1.57
C 3.93 -1.86 4.57
C 3.08 -2.00 3.29
O 1.86 -1.74 3.41
O 3.71 -2.35 2.26
H 3.32 -1.55 5.42
H 4.40 -2.82 4.81
H 4.72 -1.12 4.42

=====

ORCA calculation (the ωB97M-V functional and the def2-TZVPD basis) on C15H20O5 in the gas phase.

As for the spin multiplicity: 1. The relative energy (zero: lowest compared OMol25 entry of this formula, charge and spin) is 202.70 kJ/mol. Its LUMO energy is 0.03012 Eh. Its structure (SMILES) is COC(C[C@H]1O[C@H]1C(=O)COCc1ccccc1)OC.

CARTESIAN COORDINATES (ANGSTROEM)
C 1.64 3.66 2.45
H 2.38 4.41 2.73
O 0.90 4.22 1.37
C 0.30 3.31 0.49
O 1.21 2.40 -0.06
C 2.16 2.96 -0.94
H 2.79 2.13 -1.25
H 2.77 3.72 -0.43
H 1.67 3.41 -1.81
C -0.86 2.49 1.09
C -0.45 1.33 1.97
C 0.32 0.15 1.52
C 0.85 -0.10 0.14
O 2.02 -0.34 -0.02
C -0.19 -0.19 -0.97
O 0.26 -0.79 -2.15
C 0.63 -2.16 -2.02
C -0.49 -3.02 -1.49
C -1.66 -3.15 -2.23
C -2.71 -3.91 -1.74
C -2.60 -4.53 -0.51
C -1.44 -4.40 0.23
C -0.39 -3.64 -0.25
H 0.51 -3.53 0.33
H -1.35 -4.89 1.19
H -3.42 -5.13 -0.13
H -3.62 -4.00 -2.32
H -1.74 -2.65 -3.18
H 0.90 -2.46 -3.03
H 1.52 -2.25 -1.38
H -1.08 -0.70 -0.56
H -0.47 0.83 -1.26
H 0.95 -0.32 2.28
O -1.06 0.10 1.78
H -0.31 1.59 3.02
H -1.46 2.10 0.27
H -1.48 3.18 1.68
H -0.11 3.97 -0.29
H 2.14 2.74 2.15
H 0.99 3.47 3.31

=====

ORCA calculation (the ωB97M-V functional and the def2-TZVPD basis) on a gas-phase ion, C15H21 (charge +1).

As for the spin multiplicity: 1. Its total charge is +1. The relative energy (zero: lowest compared OMol25 entry of this formula, charge and spin) is 30.40 kJ/mol. Its LUMO energy is -0.21187 Eh.

CARTESIAN COORDINATES (ANGSTROEM)
C 1.23 1.52 2.43
C 1.06 0.23 1.83
C 1.99 -0.26 0.74
C 1.54 -1.82 0.61
C 0.35 -2.09 1.57
C 0.07 -0.74 2.32
H 0.29 1.71 2.99
H 2.07 1.52 3.15
H 1.40 2.35 1.74
H 3.03 -0.29 1.17
H 1.28 -2.20 -0.40
H 2.43 -2.39 0.97
H -0.56 -2.38 1.02
H 0.58 -2.86 2.31
H 0.16 -0.82 3.41
H -0.95 -0.38 2.07
C 0.90 0.83 -1.21
C 2.21 0.48 -0.53
C 3.11 -0.39 -1.41
C 3.05 1.83 -0.23
C 4.41 1.79 0.10
C 5.08 2.95 0.55
C 4.38 4.15 0.67
C 3.07 4.24 0.21
C 2.41 3.08 -0.23
H 0.18 1.27 -0.49
H 1.14 1.53 -2.02
H 0.45 -0.10 -1.57
H 3.99 -0.75 -0.87
H 2.59 -1.28 -1.74
H 3.44 0.20 -2.29
H 5.00 0.89 -0.06
H 6.13 2.89 0.81
H 4.88 5.04 1.08
H 2.53 5.18 0.21
H 1.40 3.17 -0.61

=====

ORCA calculation (the ωB97M-V functional and the def2-TZVPD basis) on a molecular structure, C15H21BeIN2O.

As for the spin multiplicity: 1. Its LUMO energy (spin up / spin down) is -0.06654 / -0.06068 Eh.

CARTESIAN COORDINATES (ANGSTROEM)
C 1.74 -2.38 -0.41
C 0.39 -2.33 1.72
H 1.48 -3.26 -1.02
H 2.33 -2.71 0.46
H 2.38 -1.72 -1.02
H -0.53 -2.09 2.28
H 0.48 -3.42 1.59
H 1.25 -1.99 2.32
C 0.61 -0.57 -2.92
C 0.29 0.01 -4.17
C -0.82 0.87 -4.21
C -1.53 1.12 -3.04
H 1.43 -1.26 -2.79
H 0.89 -0.24 -5.02
H -1.12 1.35 -5.15
H -2.39 1.78 -3.00
N -0.09 -0.33 -1.83
C -1.13 0.51 -1.84
C -1.85 0.71 -0.57
N -1.45 0.00 0.49
C -2.06 0.13 1.67
C -3.60 1.72 0.76
C -3.16 0.98 1.86
H -1.65 -0.49 2.46
H -3.60 1.02 2.85
C -2.95 1.59 -0.46
H -3.24 2.14 -1.35
H -4.46 2.41 0.86
Be 0.46 -1.24 0.24
I -1.10 -2.90 -0.55
C 3.05 0.16 2.12
C 1.64 0.56 1.68
C 1.50 2.07 1.60
O 1.26 0.10 0.41
H 3.80 0.56 1.42
H 3.16 -0.93 2.23
H 3.20 0.62 3.11
H 0.97 0.17 2.49
H 2.21 2.45 0.85
H 0.48 2.31 1.28
H 1.71 2.49 2.59

=====

ORCA calculation (the ωB97M-V functional and the def2-TZVPD basis) on a molecular structure, C15H21ClNO2PS2Sn.

As for the spin multiplicity: 1. Its total charge is +2. The relative energy (zero: lowest compared OMol25 entry of this formula, charge and spin) is 0.00 kJ/mol. Its LUMO energy is -0.27848 Eh.

CARTESIAN COORDINATES (ANGSTROEM)
Sn -0.58 -0.46 0.20
S -0.65 -1.95 -1.64
C 1.03 -1.49 -1.66
N 1.40 -0.56 -0.80
C 2.75 -0.23 -0.93
C 3.46 0.72 -0.20
C 4.80 0.90 -0.50
C 5.42 0.15 -1.50
C 4.72 -0.79 -2.23
C 3.38 -0.97 -1.93
S 2.24 -2.07 -2.68
H 2.96 1.32 0.55
H 5.37 1.64 0.05
H 6.47 0.32 -1.71
H 5.20 -1.35 -3.03
Cl -4.93 0.93 -1.25
C -3.80 1.85 -0.25
C -2.61 0.98 0.04
O -1.42 1.38 -0.25
O -2.70 -0.17 0.55
H -4.29 2.11 0.68
H -3.47 2.74 -0.78
C -1.83 -1.71 3.43
C -1.21 -0.31 3.58
P 0.25 -0.08 2.54
C 0.82 1.65 2.59
C 0.44 2.38 3.89
C 1.55 -1.21 3.08
C 1.99 -0.94 4.52
H -2.67 -1.80 4.11
H -1.12 -2.50 3.68
H -2.23 -1.89 2.43
H -0.89 -0.16 4.61
H -1.93 0.48 3.34
H 0.40 2.18 1.73
H 1.90 1.63 2.45
H -0.63 2.52 3.97
H 0.90 3.37 3.87
H 0.80 1.86 4.78
H 2.40 -1.09 2.39
H 1.18 -2.23 2.96
H 2.40 0.07 4.64
H 2.78 -1.64 4.77
H 1.19 -1.08 5.24

=====

ORCA calculation (the ωB97M-V functional and the def2-TZVPD basis) on a molecular structure, C15H21FN2O3S.

As for the spin multiplicity: 1. The relative energy (zero: lowest compared OMol25 entry of this formula, charge and spin) is 1491.53 kJ/mol. Its LUMO energy is -0.00430 Eh.

CARTESIAN COORDINATES (ANGSTROEM)
C -1.10 -4.32 0.79
H 0.07 -4.41 0.92
H -1.16 -4.51 -0.36
H -1.66 -4.99 1.35
O -1.57 -3.17 0.79
C -1.16 -2.14 0.20
O -0.42 -2.38 -0.59
C -1.69 -0.65 0.35
N -0.92 0.35 -0.30
C -0.18 1.24 0.52
O -0.62 1.80 1.67
N 0.67 2.02 -0.26
H 1.16 1.28 -1.10
C 1.76 2.80 0.61
H 1.18 3.33 1.14
H 2.21 3.31 -0.02
C 2.76 1.67 1.42
C 3.33 0.76 0.55
C 4.57 1.24 -0.39
C 4.97 0.26 -1.09
C 4.39 -1.05 -1.42
C 3.23 -1.30 -0.40
C 2.83 -0.35 0.39
F 1.71 -0.77 1.27
H 2.88 -2.19 -0.87
H 4.93 -1.74 -2.04
H 5.86 0.30 -1.81
H 4.94 2.28 -0.27
H 3.41 2.44 1.93
H 2.20 1.29 2.23
H -0.40 0.07 -1.08
H -1.62 -0.52 1.43
C -3.11 -0.56 0.07
C -3.79 0.56 0.52
H -3.90 0.62 1.63
H -3.13 1.76 0.29
S -5.43 0.93 -0.28
C -5.06 1.60 -1.50
H -4.55 0.87 -2.33
H -4.56 2.60 -1.56
H -5.92 1.74 -2.08
H -3.82 -1.38 0.70
H -3.29 -0.70 -1.01

=====

ORCA calculation (the ωB97M-V functional and the def2-TZVPD basis) on a molecular structure, C15H21HfO4P.

As for the spin multiplicity: 1. Its total charge is +4. Its LUMO energy is -0.69361 Eh.

CARTESIAN COORDINATES (ANGSTROEM)
C 1.60 -2.69 1.44
C 1.95 -2.21 0.06
C 1.03 -1.18 -0.57
C 1.54 -0.91 -1.99
P 0.97 0.22 0.62
C 1.23 1.85 -0.06
C 2.55 2.07 -0.79
O 3.06 3.27 -0.36
C -0.58 0.25 1.60
C -1.72 1.11 1.05
O -1.81 2.24 1.43
C -2.85 0.70 0.12
C -3.14 -0.52 -0.35
C -4.25 -0.69 -1.22
C -5.12 0.40 -1.60
C -4.85 1.62 -1.10
C -3.75 1.80 -0.25
C 2.31 -0.19 1.96
O 3.36 -0.77 1.56
O 1.92 0.10 3.04
H 2.53 -3.04 1.93
H 0.88 -3.50 1.45
H 1.21 -1.93 2.10
H 2.94 -1.78 0.05
H 1.97 -3.07 -0.59
H 0.03 -1.58 -0.69
H 1.10 0.01 -2.37
H 1.22 -1.70 -2.65
H 2.61 -0.78 -2.03
H 0.38 2.19 -0.65
H 1.25 2.52 0.81
H 3.23 1.22 -0.64
H 2.37 2.10 -1.87
H 3.86 3.49 -0.87
H -0.94 -0.75 1.82
H -0.28 0.76 2.51
H -2.57 -1.40 -0.11
H -4.45 -1.68 -1.60
H -5.94 0.23 -2.27
H -5.48 2.46 -1.35
H -3.57 2.80 0.13
Hf 4.17 -3.05 2.29

=====

ORCA calculation (the ωB97M-V functional and the def2-TZVPD basis) on C15H21N3O2S in the gas phase.

As for the spin multiplicity: 1. The relative energy (zero: lowest compared OMol25 entry of this formula, charge and spin) is 127.31 kJ/mol. Its LUMO energy is 0.01445 Eh. Its structure (SMILES) is CCOC(=O)CCCc1ccc(/C(C)=N/NC(N)=S)cc1.

CARTESIAN COORDINATES (ANGSTROEM)
C 2.18 4.73 -6.18
C 0.77 4.34 -5.79
H 0.52 4.76 -4.81
H 0.04 4.68 -6.54
O 0.61 2.92 -5.74
C 0.98 2.31 -4.61
O 1.39 2.88 -3.64
C 0.81 0.81 -4.74
H -0.01 0.61 -5.44
H 1.73 0.43 -5.19
C 0.57 0.14 -3.39
H 0.65 -0.94 -3.49
H 1.35 0.48 -2.70
C -0.80 0.50 -2.81
C -0.97 -0.11 -1.45
C -1.60 -1.33 -1.29
C -1.73 -1.90 -0.04
C -1.21 -1.26 1.09
C -0.57 -0.03 0.92
C -0.45 0.53 -0.33
H 0.04 1.49 -0.45
H -0.18 0.47 1.79
C -1.32 -1.85 2.43
N -0.41 -1.52 3.26
N -0.38 -2.01 4.51
C 0.62 -1.65 5.37
N 1.53 -0.78 4.90
H 2.32 -0.55 5.47
H 1.48 -0.52 3.93
S 0.64 -2.27 6.90
H -1.07 -2.66 4.87
C -2.47 -2.78 2.74
H -2.13 -3.81 2.76
H -2.88 -2.54 3.72
H -3.26 -2.68 2.01
H -2.20 -2.87 0.06
H -2.00 -1.85 -2.15
H -1.58 0.14 -3.49
H -0.88 1.59 -2.74
H 2.45 4.28 -7.13
H 2.88 4.39 -5.42
H 2.26 5.81 -6.27

=====

ORCA calculation (the ωB97M-V functional and the def2-TZVPD basis) on C15H21N3O4 in the gas phase.

As for the spin multiplicity: 1. The relative energy (zero: lowest compared OMol25 entry of this formula, charge and spin) is 446.04 kJ/mol. Its LUMO energy is -0.03507 Eh. Its structure (SMILES) is CCCCCCCC(=O)NNC(=O)c1ccc([N+](=O)[O-])cc1.

CARTESIAN COORDINATES (ANGSTROEM)
C 1.06 3.98 4.29
C 1.51 2.52 4.30
C 1.55 1.89 2.91
C 2.65 2.47 2.02
C 2.70 1.84 0.63
C 3.21 0.40 0.64
C 3.31 -0.18 -0.78
C 1.96 -0.20 -1.47
O 1.65 0.47 -2.43
N 1.06 -1.03 -0.89
N -0.20 -1.17 -1.45
C -0.98 -2.22 -1.11
O -0.62 -3.01 -0.26
C -2.27 -2.32 -1.84
C -2.86 -3.58 -1.93
C -4.06 -3.75 -2.58
C -4.69 -2.64 -3.13
C -4.13 -1.37 -3.03
C -2.92 -1.21 -2.38
H -2.50 -0.22 -2.28
H -4.66 -0.53 -3.46
N -5.95 -2.80 -3.82
O -6.40 -3.92 -3.90
O -6.48 -1.80 -4.26
H -4.53 -4.72 -2.67
H -2.35 -4.42 -1.48
H -0.31 -0.57 -2.27
H 1.25 -1.72 -0.17
H 3.97 0.44 -1.38
H 3.70 -1.19 -0.74
H 4.20 0.37 1.09
H 2.55 -0.23 1.24
H 3.36 2.43 -0.01
H 1.70 1.87 0.19
H 2.49 3.54 1.90
H 3.62 2.33 2.51
H 0.58 2.03 2.42
H 1.71 0.81 3.03
H 2.50 2.45 4.76
H 0.81 1.95 4.92
H 1.77 4.61 3.77
H 0.09 4.07 3.80
H 0.96 4.35 5.31

=====

ORCA calculation (the ωB97M-V functional and the def2-TZVPD basis) on a molecular structure, C15H21N3O4RuS.

As for the spin multiplicity: 2. The expectation value of S² is 0.763. Its total charge is +1. The relative energy (zero: lowest compared OMol25 entry of this formula, charge and spin) is 0.00 kJ/mol. Its LUMO energy (spin up / spin down) is -0.10657 / -0.23734 Eh.

CARTESIAN COORDINATES (ANGSTROEM)
Ru 0.24 1.49 0.94
C -0.26 4.03 -1.25
C 0.38 3.53 0.02
C -0.29 3.58 1.26
C 0.29 3.06 2.45
C 1.57 2.46 2.39
C 2.32 2.43 1.20
C 1.70 2.94 0.02
H 0.50 4.33 -1.96
H -0.90 4.88 -1.05
H -0.87 3.25 -1.71
H -1.28 4.00 1.30
H -0.26 3.11 3.38
H 1.98 2.03 3.30
H 3.30 1.98 1.16
H 2.19 2.81 -0.93
N -1.12 -0.91 -1.79
C 0.12 -0.40 -1.82
N 0.89 -0.80 -2.86
O 0.59 0.41 -1.00
H -1.35 -1.68 -2.39
H -1.70 -0.72 -1.00
H 0.56 -1.45 -3.55
H 1.83 -0.45 -2.92
C -1.88 1.14 0.95
H -2.26 0.92 1.95
H -2.25 0.33 0.33
H -2.42 2.03 0.61
N 0.65 -0.47 1.97
C 0.34 -1.66 1.22
C -0.94 -2.19 1.29
C -1.30 -3.23 0.46
C -0.37 -3.72 -0.45
C 0.94 -3.24 -0.48
C 1.30 -2.21 0.38
S -0.90 -4.69 -1.77
O -2.05 -5.53 -1.37
O 0.09 -5.73 -2.11
O -1.22 -3.83 -2.88
H 0.18 -0.49 2.87
H 1.65 -0.42 2.14
H -1.66 -1.78 1.99
H -2.30 -3.64 0.49
H 1.66 -3.66 -1.16
H 2.30 -1.82 0.36

=====

ORCA calculation (the ωB97M-V functional and the def2-TZVPD basis) on C15H21NO4 in the gas phase.

As for the spin multiplicity: 1. The relative energy (zero: lowest compared OMol25 entry of this formula, charge and spin) is 41.27 kJ/mol. Its LUMO energy is 0.01707 Eh. Its structure (SMILES) is CCCCOc1ccc([C@H](CC(=O)NC)C(=O)O)cc1.

CARTESIAN COORDINATES (ANGSTROEM)
C 2.29 1.59 -1.76
C 3.03 1.22 -0.47
C 4.05 0.10 -0.65
C 3.43 -1.26 -0.97
O 2.59 -1.69 0.09
C 1.24 -1.56 0.01
C 0.56 -1.50 1.23
C -0.81 -1.40 1.28
C -1.56 -1.35 0.12
C -0.89 -1.43 -1.10
C 0.49 -1.54 -1.16
H 0.95 -1.63 -2.13
H -1.46 -1.42 -2.02
C -3.06 -1.16 0.12
H -3.47 -1.67 -0.75
C -3.70 -1.86 1.33
O -4.06 -3.00 1.24
O -3.85 -1.17 2.45
H -3.46 -0.25 2.43
C -3.40 0.34 0.00
C -2.51 1.17 0.91
O -2.65 1.17 2.12
N -1.55 1.87 0.29
H -1.43 1.79 -0.70
C -0.57 2.65 1.01
H -0.84 2.63 2.07
H -0.57 3.68 0.66
H 0.43 2.22 0.89
H -4.44 0.51 0.30
H -3.28 0.66 -1.04
H -1.29 -1.36 2.25
H 1.15 -1.54 2.14
H 2.90 -1.23 -1.92
H 4.22 -2.01 -1.05
H 4.62 0.00 0.27
H 4.75 0.35 -1.45
H 3.55 2.10 -0.10
H 2.31 0.92 0.29
H 3.00 1.79 -2.55
H 1.63 0.79 -2.08
H 1.69 2.48 -1.60